Record 1
Entry from the OMol25 dataset: a molecular structure, C37H41Cl3Ge3N2O4W (the ωB97M-V functional and the def2-TZVPD basis).

Last column: Löwdin charge in e.
Positions of all 91 atoms, in Å:
W: -0.318 0.099 0.042  0.860
C: -1.886 -0.688 3.729  -0.029
C: -0.445 -0.598 3.378  -0.306
N: 0.143 -0.297 2.214  0.026
C: 1.498 -0.281 2.462  -0.122
C: 1.743 -0.575 3.761  -0.046
N: 0.506 -0.771 4.310  0.202
C: 2.957 -0.711 4.618  -0.471
O: 4.118 -0.493 4.043  0.164
O: 2.809 -1.017 5.771  0.136
C: 2.381 0.121 1.363  -0.539
O: 3.595 0.162 1.475  0.107
O: 1.712 0.467 0.313  -0.291
H: -2.378 -1.502 3.204  0.047
H: -2.396 0.250 3.495  0.058
H: -1.990 -0.853 4.800  0.097
H: 0.374 -1.000 5.287  0.186
H: 4.029 -0.238 3.086  0.084
C: 3.226 0.814 -3.936  -0.154
C: 2.732 0.505 -2.521  -0.334
Ge: 0.786 0.661 -2.448  0.835
C: -0.030 -0.498 -3.834  -0.369
C: -0.491 0.258 -5.078  -0.164
C: 0.309 2.486 -2.941  -0.240
C: -0.081 3.412 -2.068  -0.361
Ge: -0.126 2.839 -0.199  0.893
C: 1.458 3.290 0.889  -0.348
C: 1.817 4.759 1.111  -0.152
C: -1.781 3.531 0.687  -0.420
C: -1.978 5.048 0.712  -0.140
C: -0.504 4.760 -2.523  -0.259
C: -0.007 5.929 -1.950  -0.054
C: -0.395 7.172 -2.423  -0.071
C: -1.304 7.268 -3.468  -0.080
C: -1.816 6.112 -4.040  -0.072
C: -1.416 4.869 -3.574  -0.039
H: 4.312 0.737 -3.997  0.074
H: 2.956 1.826 -4.242  0.068
H: 2.809 0.123 -4.672  0.063
H: 3.165 1.193 -1.795  0.065
H: 3.028 -0.499 -2.216  0.039
H: -0.864 -1.054 -3.402  0.031
H: 0.726 -1.242 -4.101  0.062
H: -1.263 0.992 -4.836  0.060
H: -0.908 -0.426 -5.819  0.073
H: 0.330 0.796 -5.557  0.066
H: 0.384 2.754 -3.995  0.076
H: 2.304 2.774 0.434  0.056
H: 1.287 2.802 1.855  0.060
H: 2.151 5.231 0.188  0.059
H: 2.643 4.838 1.820  0.077
H: 0.991 5.344 1.513  0.053
H: -1.781 3.131 1.705  0.032
H: -2.631 3.088 0.150  0.001
H: -1.137 5.562 1.174  0.056
H: -2.871 5.302 1.288  0.078
H: -2.103 5.451 -0.290  0.062
H: 0.695 5.868 -1.131  0.086
H: 0.011 8.069 -1.974  0.108
H: -1.613 8.238 -3.833  0.106
H: -2.530 6.178 -4.850  0.106
H: -1.823 3.967 -4.015  0.111
Cl: -4.927 0.488 0.844  0.180
Ge: -2.814 0.596 0.755  0.062
Cl: -2.172 -1.694 0.580  0.157
Cl: -2.295 0.590 -1.532  0.188
C: 0.466 -1.436 -0.982  -0.247
C: 0.833 -2.483 -1.546  -0.069
C: 1.180 -3.616 -2.201  -0.072
C: 2.518 -4.176 -2.051  -0.162
C: 3.562 -3.375 -1.567  0.000
C: 4.825 -3.904 -1.396  -0.047
C: 5.057 -5.246 -1.683  -0.047
C: 4.025 -6.056 -2.138  -0.050
C: 2.761 -5.526 -2.328  -0.016
C: 0.171 -4.227 -3.071  -0.178
C: 0.551 -4.840 -4.268  -0.023
C: -0.413 -5.344 -5.125  -0.051
C: -1.757 -5.258 -4.786  -0.052
C: -2.142 -4.653 -3.595  -0.052
C: -1.187 -4.126 -2.747  -0.010
H: 3.373 -2.335 -1.331  0.098
H: 5.628 -3.277 -1.035  0.115
H: 6.045 -5.662 -1.543  0.115
H: 4.205 -7.103 -2.339  0.114
H: 1.953 -6.165 -2.659  0.119
H: 1.597 -4.888 -4.542  0.122
H: -0.116 -5.801 -6.058  0.114
H: -2.507 -5.663 -5.452  0.113
H: -3.190 -4.590 -3.332  0.113
H: -1.479 -3.648 -1.821  0.099

Properties
⟨S²⟩ = 0.7674
ΔE to the lowest compared entry with this formula, charge and spin = 18.76 kcal per mole
HOMO level (spin up / spin down) = -10.6 / -10.6 eV
Charge = +1
Multiplicity = 2
Gap between HOMO and LUMO (spin up / spin down) = 5.92 / 5.87 eV


Record 2
Entry from the OMol25 dataset: 4 unconnected molecules or ions with the total composition C3H13NO3 at a distorted geometry (the ωB97M-V functional and the def2-TZVPD basis).

Last column: Löwdin charge in e.
Positions of all 20 atoms, in Å:
C: 3.192 -0.423 1.191  -0.128
C: 1.884 0.112 0.715  -0.172
C: 0.742 -0.073 1.389  -0.223
N: -0.459 0.571 1.029  0.019
H: 4.025 -0.096 0.579  0.061
H: 3.516 0.027 2.140  0.072
H: 3.253 -1.500 1.321  0.070
H: 1.851 0.876 -0.054  0.099
H: 0.806 -0.241 2.461  0.121
H: -0.928 1.031 1.784  0.080
H: -0.484 1.229 0.263  0.062
O: -1.712 2.162 -1.719  -0.073
H: -1.942 1.671 -2.525  0.016
H: -0.979 2.651 -2.116  0.038
O: -1.897 -2.057 0.109  -0.069
H: -1.553 -1.232 0.511  0.002
H: -1.335 -2.618 0.624  0.017
O: -2.505 -0.393 -2.743  -0.056
H: -3.183 -0.977 -3.097  0.047
H: -2.291 -0.721 -1.861  0.019

Properties
ΔE to the lowest compared entry with this formula, charge and spin = 28.01 kcal per mole
Structure (SMILES) = C/C=C/N.O.O.O
HOMO level = -8.3 eV
Charge = 0
Gap between HOMO and LUMO = 9.15 eV


Record 3
Entry from the OMol25 dataset: a molecular structure, C4H7N3O at a distorted geometry (the ωB97M-V functional and the def2-TZVPD basis).

Last column: Löwdin charge in e.
Positions of all 15 atoms, in Å:
C: 2.665 -0.087 0.435  -0.160
C: 0.407 -0.014 -0.586  -0.294
C: 0.001 1.302 -0.302  -0.161
C: -1.758 0.113 -0.298  -0.343
H: 2.340 -0.297 1.594  0.124
H: 3.764 -0.395 0.247  0.096
H: 2.665 1.139 0.420  0.105
H: 0.861 1.981 -0.627  0.127
H: -3.328 -1.730 -0.060  0.205
H: -3.968 0.113 0.542  0.136
H: -0.461 -1.727 -0.252  0.138
N: -1.344 1.414 -0.192  0.079
N: -3.036 -0.496 0.225  -0.044
N: -0.642 -0.801 -0.505  0.148
O: 1.832 -0.516 -0.640  -0.156

Properties
ΔE to the lowest compared entry with this formula, charge and spin = 121.28 kcal per mole
HOMO level = -7.6 eV
Charge = 0
Gap between HOMO and LUMO = 8.03 eV


Record 4
Entry from the OMol25 dataset: C15H15FN6 in the gas phase at a distorted geometry (the ωB97M-V functional and the def2-TZVPD basis).

Last column: Löwdin charge in e.
Positions of all 37 atoms, in Å:
C: 1.547 -1.652 -5.863  0.018
C: 1.523 -1.094 -4.618  -0.223
C: 0.571 -1.245 -3.544  -0.213
N: 1.420 -1.427 -2.291  0.052
C: 0.771 -1.201 -1.031  -0.449
N: 1.478 -0.582 -0.173  0.202
C: 0.788 -0.402 0.997  -0.252
N: 1.636 0.269 1.806  0.091
C: 1.130 1.378 2.392  -0.283
C: 0.926 2.553 1.604  0.024
C: 0.335 3.716 2.143  0.013
C: 0.029 3.704 3.532  -0.258
F: -0.476 4.819 4.072  0.063
C: 0.309 2.562 4.320  -0.005
C: 0.809 1.400 3.744  -0.028
C: -0.495 -0.614 1.211  -0.106
C: -1.596 -0.422 2.143  -0.045
N: -2.695 -1.040 1.722  0.077
N: -2.434 -1.493 0.473  -0.106
C: -3.524 -2.210 -0.320  0.002
C: -1.096 -1.225 0.182  -0.264
N: -0.454 -1.634 -0.887  0.202
H: 0.709 -2.356 -6.169  0.077
H: 2.280 -1.337 -6.603  0.045
H: 2.260 -0.369 -4.308  0.093
H: -0.113 -0.364 -3.385  0.135
H: -0.010 -2.136 -3.805  0.110
H: 2.378 -1.201 -2.210  0.091
H: 2.559 0.150 1.560  0.121
H: 1.106 2.600 0.546  0.112
H: 0.035 4.530 1.499  0.111
H: 0.185 2.541 5.406  0.119
H: 0.930 0.641 4.444  0.101
H: -1.475 0.243 3.041  0.117
H: -3.554 -3.282 -0.030  0.083
H: -4.418 -1.538 -0.173  0.094
H: -3.373 -2.283 -1.426  0.081

Properties
ΔE to the lowest compared entry with this formula, charge and spin = 65.12 kcal per mole
Structure (SMILES) = C=CCNc1nc(Nc2ccc(F)cc2)c2cnn(C)c2n1
HOMO level = -8.2 eV
Charge = 0
Gap between HOMO and LUMO = 8.93 eV


Record 5
Entry from the OMol25 dataset: a molecular structure, C41H37F5IrNO5PSTe2 at a distorted geometry (the ωB97M-V functional and the def2-TZVPD basis).

Last column: Löwdin charge in e.
Positions of all 94 atoms, in Å:
Ir: 1.290 0.960 -2.072  1.408
O: 0.710 1.745 -5.887  -0.318
S: 0.602 0.826 -4.769  0.455
O: -0.368 1.273 -3.749  -0.488
O: 1.875 0.426 -4.174  -0.370
C: -0.114 -0.728 -5.230  -0.250
C: -0.202 -1.201 -6.524  -0.025
C: -0.799 -2.432 -6.751  -0.050
C: -1.279 -3.177 -5.683  -0.054
C: -1.167 -2.706 -4.382  -0.057
C: -0.585 -1.468 -4.137  -0.300
P: -0.628 -0.741 -2.444  1.040
C: -0.563 -2.187 -1.331  -0.407
C: -1.654 -2.698 -0.633  -0.105
C: -1.467 -3.685 0.324  -0.072
C: -0.194 -4.170 0.589  -0.074
C: 0.897 -3.674 -0.113  -0.068
C: 0.716 -2.681 -1.062  -0.115
C: -2.349 -0.141 -2.383  -0.323
C: -3.098 0.046 -3.543  -0.059
C: -4.370 0.589 -3.474  -0.055
C: -4.909 0.963 -2.253  -0.067
C: -4.168 0.789 -1.094  -0.069
C: -2.895 0.249 -1.161  -0.132
H: 0.180 -0.598 -7.339  0.127
H: -0.897 -2.808 -7.760  0.113
H: -1.755 -4.131 -5.866  0.111
H: -1.552 -3.294 -3.558  0.112
H: -2.651 -2.332 -0.841  0.105
H: -2.317 -4.077 0.867  0.109
H: -0.052 -4.938 1.338  0.107
H: 1.892 -4.053 0.087  0.112
H: 1.566 -2.266 -1.594  0.096
H: -2.686 -0.216 -4.507  0.108
H: -4.935 0.736 -4.385  0.111
H: -5.898 1.400 -2.207  0.108
H: -4.575 1.092 -0.138  0.103
H: -2.308 0.129 -0.261  0.010
F: 2.764 4.807 -4.230  -0.411
Te: 1.287 3.605 -4.562  1.867
F: 1.223 4.365 -6.290  -0.352
F: 0.520 5.249 -3.857  -0.419
F: 2.858 2.726 -5.249  -0.382
F: -0.630 3.526 -4.852  -0.385
O: 1.422 2.961 -2.873  -0.646
C: -2.593 -1.647 7.069  -0.046
C: -1.978 -1.245 5.757  -0.260
C: -2.691 -0.511 4.819  -0.009
C: -2.133 -0.137 3.603  -0.294
C: -2.962 0.651 2.620  -0.066
C: -0.820 -0.521 3.314  -0.341
Te: -0.004 0.036 1.339  1.714
N: 1.823 0.589 0.058  -0.254
C: 2.927 -0.068 -0.228  -0.630
O: 3.109 -0.368 -1.458  -0.116
C: 3.962 -0.380 0.776  -0.152
C: 3.813 0.028 2.099  -0.038
C: 4.835 -0.192 3.005  -0.073
C: 6.012 -0.802 2.592  -0.076
C: 6.165 -1.206 1.273  -0.068
C: 5.142 -0.998 0.363  -0.008
C: 0.306 2.000 2.081  -0.395
C: 0.740 2.170 3.391  -0.120
C: 1.046 3.433 3.870  -0.074
C: 0.936 4.530 3.030  -0.064
C: 0.505 4.359 1.724  -0.025
C: 0.167 3.102 1.229  -0.295
C: -0.359 2.970 -0.163  -0.062
C: -0.081 -1.255 4.243  -0.309
C: 1.347 -1.675 3.999  -0.064
C: -0.671 -1.602 5.455  -0.013
H: -3.651 -1.393 7.101  0.075
H: -2.093 -1.141 7.895  0.085
H: -2.488 -2.721 7.226  0.082
H: -3.715 -0.224 5.034  0.117
H: -3.891 0.981 3.081  0.084
H: -3.214 0.028 1.758  0.064
H: -2.419 1.532 2.270  0.067
H: 2.904 0.537 2.394  0.083
H: 4.722 0.135 4.031  0.105
H: 6.814 -0.958 3.301  0.105
H: 7.089 -1.663 0.946  0.106
H: 5.235 -1.290 -0.674  0.119
H: 0.830 1.312 4.046  0.092
H: 1.373 3.556 4.894  0.106
H: 1.183 5.519 3.393  0.108
H: 0.426 5.216 1.066  0.121
H: -0.376 3.926 -0.683  0.100
H: -1.360 2.531 -0.174  0.077
H: 0.295 2.307 -0.757  -0.025
H: 1.608 -1.583 2.945  0.022
H: 1.504 -2.707 4.311  0.087
H: 2.035 -1.050 4.574  0.085
H: -0.094 -2.170 6.177  0.125

Properties
⟨S²⟩ = 8.7674
HOMO level (spin up / spin down) = -8.0 / -9.1 eV
Charge = 0
Multiplicity = 6
Gap between HOMO and LUMO (spin up / spin down) = 7.59 / 6.59 eV


Record 6
Entry from the OMol25 dataset: 2 unconnected molecules or ions with the total composition C5H8O2 (the ωB97M-V functional and the def2-TZVPD basis).

Last column: Löwdin charge in e.
Positions of all 15 atoms, in Å:
C: 1.912 0.186 0.715  -0.027
C: 1.028 -0.697 -0.156  -0.286
O: -0.011 -1.403 0.469  -0.070
C: -1.266 -0.906 0.006  -0.160
C: -1.360 0.544 0.350  -0.109
O: -0.272 1.206 0.496  -0.022
C: 0.865 0.780 -0.161  -0.213
H: 1.727 0.141 1.786  0.116
H: 2.957 0.288 0.431  0.100
H: 1.464 -1.209 -1.015  0.147
H: -2.054 -1.453 0.535  0.134
H: -1.377 -1.101 -1.069  0.129
H: -1.071 1.361 -2.033  0.075
H: -2.252 1.041 0.715  0.130
H: -0.325 1.387 -1.897  0.057

Properties
ΔE to the lowest compared entry with this formula, charge and spin = 143.40 kcal per mole
HOMO level (spin up / spin down) = -7.6 / -8.0 eV
Charge = 0
Gap between HOMO and LUMO (spin up / spin down) = 7.49 / 8.40 eV


> What is the charge in the second record?

0